#1
Here is 6 unconnected molecules or ions with the total composition C5H21NO6 from OMol25. Energies are from ωB97M-V/def2-TZVPD.

Structure (XYZ):
```
33
Properties=species:S:1:pos:R:3:mulliken_charge:R:1
C 0.777 2.503 0.319 -1.01
C 2.033 1.741 -0.158 -0.49
C 2.798 0.997 0.935 -0.55
C 2.230 -0.378 1.338 -0.78
C 0.709 -0.473 1.197 0.47
N 0.166 -0.965 0.073 0.07
O 0.046 -0.396 2.233 -0.72
H 0.060 1.975 0.954 0.11
H 0.183 2.871 -0.514 0.32
H 1.170 3.251 1.010 0.37
H 1.811 1.160 -1.054 0.29
H 2.675 2.545 -0.533 0.38
H 3.770 0.820 0.456 0.26
H 3.061 1.681 1.741 0.37
H 2.727 -1.206 0.841 0.40
H 2.411 -0.579 2.392 0.29
H -0.783 -1.211 0.232 0.11
H 0.659 -1.134 -0.778 0.17
O -2.695 0.873 2.125 -0.68
H -2.566 1.826 2.183 0.29
H -1.785 0.581 1.943 0.37
O -2.726 -1.715 0.391 -0.67
H -2.931 -2.477 0.945 0.26
H -3.060 -1.012 0.966 0.33
O 0.446 -3.353 -1.444 -0.66
H 1.200 -3.215 -2.025 0.32
H -0.233 -2.943 -1.999 0.32
O -2.698 0.720 -1.589 -0.65
H -1.830 0.863 -1.182 0.33
H -2.902 -0.086 -1.088 0.37
O -1.401 -1.383 -3.216 -0.60
H -1.001 -0.657 -3.694 0.30
H -2.320 -1.225 -3.002 0.31
```

Properties
HOMO energy = -9.700 eV
Kohn-Sham gap = 10.03 eV
2S+1 = 1


#2
Here is 6 unconnected molecules or ions with the total composition C5H21NO6 from OMol25. Energies are from ωB97M-V/def2-TZVPD.

Structure (XYZ):
```
33
Properties=species:S:1:pos:R:3:mulliken_charge:R:1
C 0.795 -0.518 2.299 -1.65
C 0.564 0.482 1.394 0.52
N 1.466 1.315 0.670 -0.29
C -0.846 0.530 0.906 -0.02
C -1.120 -0.530 -0.185 0.30
C -2.450 -1.314 0.102 -0.40
O -3.256 -0.709 1.100 -0.57
H 0.053 -0.950 2.909 0.41
H 1.675 -1.072 2.609 0.50
H 1.232 1.875 -0.151 0.17
H 2.381 1.389 1.127 0.27
H -1.562 0.377 1.689 0.76
H -1.061 1.469 0.445 -0.75
H -0.976 -0.296 -1.283 0.23
H -0.273 -1.260 -0.100 -0.28
H -2.194 -2.293 0.703 0.21
H -3.055 -1.506 -0.895 0.25
H -3.485 0.244 0.890 0.33
O -2.365 3.223 0.538 -0.65
H -2.071 3.259 1.464 0.34
H -1.616 3.025 0.045 0.33
O 1.333 0.013 -3.112 -0.78
H 1.993 0.794 -2.836 0.34
H 1.728 -0.609 -2.452 0.45
O 2.569 -1.206 -1.070 -0.76
H 2.031 -0.791 -0.547 0.29
H 2.431 -2.132 -0.689 0.46
O 1.975 -3.008 0.768 -0.68
H 1.135 -2.604 1.169 0.32
H 1.617 -3.706 0.291 0.33
O 0.398 2.327 -2.216 -0.67
H 0.592 1.411 -2.481 0.40
H 0.361 2.769 -3.102 0.31
```

Properties
HOMO energy = -8.506 eV
Kohn-Sham gap = 8.85 eV
2S+1 = 1


#3
Here is 6 unconnected molecules or ions with the total composition C5H21NO6 from OMol25. Energies are from ωB97M-V/def2-TZVPD.

Structure (XYZ):
```
33
Properties=species:S:1:pos:R:3:mulliken_charge:R:1
C -1.067 -1.870 2.331 -1.23
C -0.767 -0.392 2.218 -0.31
C -0.624 0.088 0.827 -0.09
O -0.865 -0.693 -0.122 -0.53
N -0.540 1.420 0.524 0.30
C -0.021 2.376 1.506 -0.93
C -1.161 1.731 -0.813 -0.72
H -0.953 -2.113 3.509 0.31
H -0.319 -2.509 1.860 0.28
H -1.973 -2.118 1.805 0.32
H -1.481 0.029 2.903 0.46
H 0.009 0.051 2.889 0.56
H -0.190 3.374 1.009 0.33
H 1.051 2.426 1.545 0.24
H -0.704 2.405 2.407 0.35
H -2.292 1.572 -0.756 0.28
H -0.717 0.806 -1.451 0.10
H -0.935 2.730 -1.219 0.34
O 1.920 -0.449 -2.711 -0.61
H 1.432 -1.166 -2.499 0.37
H 2.333 -0.501 -3.568 0.28
O -2.490 -1.771 -2.157 -0.65
H -2.123 -0.969 -1.785 0.32
H -1.708 -2.211 -2.479 0.31
O 0.498 -2.404 -1.621 -0.79
H -0.110 -3.146 -1.770 0.26
H 0.030 -1.883 -0.864 0.42
O 2.609 -0.305 1.715 -0.61
H 1.843 -0.593 1.380 0.31
H 2.645 0.662 1.714 0.30
O 2.137 2.250 -2.205 -0.64
H 1.643 1.410 -2.322 0.38
H 2.889 1.763 -1.798 0.31
```

Properties
HOMO energy = -9.866 eV
Kohn-Sham gap = 10.24 eV
2S+1 = 1


#4
Here is 7 unconnected molecules or ions with the total composition C5H21NO6 from OMol25. Energies are from ωB97M-V/def2-TZVPD.

Structure (XYZ):
```
33
Properties=species:S:1:pos:R:3:mulliken_charge:R:1
C -0.194 0.246 -3.465 -0.87
C 0.866 -0.185 -2.800 0.08
C 1.909 0.622 -2.187 -0.88
C 1.383 0.729 -0.778 0.11
C 1.853 0.084 0.330 -0.50
N 1.526 0.701 1.584 -0.46
H -0.996 -0.234 -4.008 0.37
H -0.388 1.368 -3.632 0.16
H 1.149 -1.258 -2.902 0.27
H 2.870 0.127 -2.089 0.34
H 2.175 1.547 -2.696 0.39
H 0.436 1.292 -0.735 0.07
H 2.785 -0.486 0.329 0.53
H 1.278 0.080 2.378 0.20
H 1.081 1.594 1.715 0.23
O -2.293 2.855 -1.407 -0.62
H -1.586 3.171 -0.839 0.28
H -2.319 1.892 -1.283 0.39
O -2.013 0.132 -0.974 -0.65
H -1.593 -0.018 -0.160 0.27
H -1.939 -0.793 -1.387 0.34
O -1.049 -2.491 1.355 -0.69
H -0.220 -2.950 0.954 0.46
H -0.605 -1.728 1.718 0.25
O -2.324 1.953 2.593 -0.63
H -2.584 2.817 2.228 0.31
H -3.026 1.401 2.241 0.32
O 1.372 -2.936 0.152 -0.73
H 2.369 -2.876 -0.023 0.35
H 1.092 -2.052 -0.063 0.36
O 0.549 -1.223 3.578 -0.66
H -0.197 -0.988 4.139 0.30
H 0.704 -2.126 3.834 0.30
```

Properties
HOMO energy = -8.227 eV
Kohn-Sham gap = 8.54 eV
2S+1 = 1


Short version: #1, #3, #4, #2, most stable first.


#1
Here is a single C7H8O molecule from OMol25. Energies are from ωB97M-V/def2-TZVPD.

Structure (XYZ):
```
16
Properties=species:S:1:pos:R:3:mulliken_charge:R:1
O -2.400 0.166 0.006 -0.60
C -0.996 0.084 -0.090 0.38
C -0.323 -1.244 -0.617 -0.92
C 0.973 -1.000 -0.551 -0.01
C 1.190 0.018 0.390 -0.28
C 0.804 1.383 -0.247 -0.64
C -0.417 1.230 -0.681 -0.26
C -0.180 -0.044 1.306 -0.51
H -2.446 -0.852 0.031 0.41
H -0.574 -2.079 -1.151 0.51
H 1.890 -1.368 -1.137 0.29
H 2.167 0.046 1.009 0.38
H 1.570 2.102 -0.687 0.32
H -0.898 1.817 -1.494 0.36
H -0.076 0.786 2.001 0.36
H -0.284 -1.047 1.913 0.23
```

Properties
HOMO energy = -8.974 eV
Kohn-Sham gap = 9.83 eV
2S+1 = 1


#2
Here is a molecular structure, C7H8O from OMol25. Energies are from ωB97M-V/def2-TZVPD.

Structure (XYZ):
```
16
Properties=species:S:1:pos:R:3:mulliken_charge:R:1
C 1.688 -0.089 0.132 -0.44
C 1.044 1.241 -0.154 -0.50
C -0.457 0.707 -0.225 0.43
C -1.805 1.040 -0.130 -0.74
C -2.540 -0.158 0.064 -0.06
C -0.389 -0.646 -0.310 0.12
C 0.968 -1.376 -0.204 -0.62
H 1.911 -0.504 1.172 0.21
H 2.679 0.119 -0.252 0.39
H 1.227 1.697 -1.021 0.39
H 1.235 1.879 0.670 0.28
H -2.452 2.039 0.126 0.20
H -3.635 -0.526 0.312 0.32
H 0.642 -2.052 0.918 0.18
H 1.571 -2.181 -0.951 0.26
O -1.687 -1.189 -0.146 -0.40
```

Properties
HOMO energy = -8.087 eV
Kohn-Sham gap = 9.09 eV
2S+1 = 1


#3
Here is 2 unconnected molecules or ions with the total composition C7H8O from OMol25. Energies are from ωB97M-V/def2-TZVPD.

Structure (XYZ):
```
16
Properties=species:S:1:pos:R:3:mulliken_charge:R:1
C -2.648 1.010 -1.062 -0.64
C -1.523 0.864 -0.678 -0.16
C -0.305 -0.457 2.220 -0.81
C 1.360 -1.216 -1.729 -0.82
C 0.190 0.482 1.412 -0.18
C 0.665 -0.977 -0.617 -0.26
C 0.640 0.306 0.045 1.20
O 1.392 1.273 -0.512 -0.44
H -3.633 1.187 -1.398 0.39
H -0.621 -0.212 3.218 0.26
H -0.437 -1.484 1.914 0.19
H 1.343 -2.181 -2.203 0.28
H 1.962 -0.452 -2.190 0.27
H 0.275 1.498 1.788 0.16
H 0.052 -1.746 -0.174 0.21
H 1.287 2.105 -0.032 0.35
```

Properties
HOMO energy = -8.776 eV
Kohn-Sham gap = 8.08 eV
2S+1 = 1


Short version: #1, #2, #3, most stable first.


#1
Here is a single C2H5NO molecule from OMol25. Energies are from ωB97M-V/def2-TZVPD.

Structure (XYZ):
```
9
Properties=species:S:1:pos:R:3:mulliken_charge:R:1
C -1.010 0.115 0.431 -0.74
N 0.157 0.414 -0.376 -0.14
C 1.266 -0.362 -0.296 0.04
O 1.425 -1.246 0.522 -0.56
H -0.812 0.291 1.493 0.24
H -1.838 0.751 0.111 0.32
H -1.293 -0.934 0.307 0.26
H 0.085 1.081 -1.127 0.24
H 2.020 -0.110 -1.065 0.33
```

Properties
HOMO energy = -9.901 eV
Kohn-Sham gap = 10.79 eV
2S+1 = 1


#2
Here is a single C2H5NO molecule from OMol25. Energies are from ωB97M-V/def2-TZVPD.

Structure (XYZ):
```
9
Properties=species:S:1:pos:R:3:mulliken_charge:R:1
C 0.389 -0.373 -0.177 -1.11
C -0.074 0.833 0.580 0.41
N -1.326 1.331 0.330 -0.44
O -0.172 2.004 -0.201 -0.31
H -0.073 -0.100 -1.084 0.32
H -0.080 -1.277 0.035 0.34
H 1.466 -0.575 -0.233 0.28
H 0.323 0.892 1.661 0.27
H -1.845 0.646 -0.252 0.25
```

Properties
HOMO energy = -9.816 eV
Kohn-Sham gap = 10.90 eV
2S+1 = 1


#3
Here is 2 unconnected molecules or ions with the total composition C2H5NO from OMol25. Energies are from ωB97M-V/def2-TZVPD.

Structure (XYZ):
```
9
Properties=species:S:1:pos:R:3:mulliken_charge:R:1
C -0.406 -1.789 -1.201 -0.18
N 0.278 -1.193 -0.320 -0.50
H -1.058 -1.205 -1.800 0.24
H -0.635 -2.927 -1.331 0.19
H 0.844 -0.462 -0.758 0.24
C 0.301 1.927 1.397 0.02
O -0.237 2.685 2.146 -0.38
H 0.303 0.848 1.637 0.23
H 0.610 2.116 0.228 0.13
```

Properties
HOMO energy = -9.479 eV
Kohn-Sham gap = 9.94 eV
2S+1 = 1


Short version: #1, #2, #3, most stable first.


#1
Here is a single C2H5NO molecule from OMol25. Energies are from ωB97M-V/def2-TZVPD.

Structure (XYZ):
```
9
Properties=species:S:1:pos:R:3:mulliken_charge:R:1
C -1.288 -1.752 -0.446 -0.36
C 0.703 1.372 0.316 -0.49
N -0.637 1.010 -0.092 -0.19
O -0.613 -0.599 -0.198 -0.27
H -0.573 -2.370 -0.803 0.30
H -2.422 -1.853 -0.349 0.27
H 0.677 1.211 1.444 0.20
H 1.279 0.511 -0.253 0.24
H 1.053 2.330 -0.035 0.30
```

Properties
HOMO energy (alpha / beta) = -7.416 / -9.224 eV
Kohn-Sham gap (alpha / beta) = 7.10 / 9.68 eV
2S+1 = 1


#2
Here is a single C2H5NO molecule from OMol25. Energies are from ωB97M-V/def2-TZVPD.

Structure (XYZ):
```
9
Properties=species:S:1:pos:R:3:mulliken_charge:R:1
H -1.241 1.561 -0.425 0.25
N -0.985 0.674 -1.012 -0.62
C -0.192 0.175 -0.176 0.67
C 0.690 -1.009 -0.177 -0.82
O -0.092 1.068 0.997 -0.59
H 1.214 -1.073 -1.134 0.27
H 0.085 -1.907 -0.032 0.24
H 1.431 -0.945 0.623 0.27
H -0.910 1.457 1.336 0.32
```

Properties
HOMO energy = -10.193 eV
Kohn-Sham gap = 10.98 eV
2S+1 = 1


Short version: #2, #1, most stable first.


#1
Here is a molecular structure, C2H5NO from OMol25. Energies are from ωB97M-V/def2-TZVPD.

Structure (XYZ):
```
9
Properties=species:S:1:pos:R:3:mulliken_charge:R:1
C 0.967 -0.068 0.059 -0.39
N 0.130 -0.915 -0.553 -0.49
C -1.024 0.121 0.302 0.10
O -1.595 -0.308 1.276 -0.55
H 1.212 -0.295 1.096 0.34
H 1.675 0.577 -0.473 0.27
H -0.126 0.994 0.491 0.14
H 0.086 -0.729 -1.555 0.25
H -1.417 0.551 -0.627 0.33
```

Properties
HOMO energy = -9.304 eV
Kohn-Sham gap = 9.80 eV
2S+1 = 1


#2
Here is 2 unconnected molecules or ions with the total composition C2H5NO from OMol25. Energies are from ωB97M-V/def2-TZVPD.

Structure (XYZ):
```
9
Properties=species:S:1:pos:R:3:mulliken_charge:R:1
C 0.116 0.244 0.957 -0.71
N 0.060 -1.089 0.372 -0.52
C -0.496 0.251 -2.349 0.09
O -0.632 1.351 -2.107 -0.13
H -0.793 0.803 0.721 0.29
H 0.155 0.158 2.047 0.28
H 0.972 0.856 0.637 0.26
H 0.995 -1.475 0.267 0.23
H -0.377 -1.098 -0.544 0.22
```

Properties
HOMO energy = -9.245 eV
Kohn-Sham gap = 10.39 eV
2S+1 = 1


Short version: #2, #1, most stable first.